Formula: C4H8N4
Source: the Open Molecules 2025 dataset
Level of theory: the ωB97M-V functional and the def2-TZVPD basis

As for the largest force on an atom: 7.7 eV Å⁻¹. The electronic energy comes out at -376.00682 Ha. As for the SMILES: [H]/N=C\N/C=N\C=N/C. Its HOMO-LUMO gap is 8.75 eV. Its HOMO energy is -8.90 eV. As for the relative energy (zero: lowest compared OMol25 entry of this formula, charge and spin): 151.63 kcal/mol.

Last column: natural (NBO) charge in e.
Atoms and positions in Å:
C 0.662 0.342 -2.790  -0.4929
C -0.431 0.335 -0.447  0.1144
C 0.032 -1.547 0.752  0.3046
C -0.581 0.519 2.121  0.2164
H 0.788 -0.844 -2.914  0.2141
H 1.690 0.809 -2.625  0.1997
H 0.351 0.587 -3.844  0.2035
H -1.130 0.719 0.515  0.2112
H 0.042 -2.527 1.013  0.1798
H -0.367 -1.281 2.858  0.4091
H -0.817 0.704 3.041  0.1696
H 0.568 1.486 0.752  0.3625
N -0.387 1.052 -1.483  -0.3831
N 0.017 -0.983 -0.446  -0.4893
N -0.441 -0.952 1.942  -0.6350
N 0.003 1.581 1.555  -0.5845

=====

Formula: C4H8N4
Source: the Open Molecules 2025 dataset
Level of theory: the ωB97M-V functional and the def2-TZVPD basis

As for the largest force on an atom: 2.6 eV Å⁻¹. The electronic energy comes out at -376.00899 Ha. Its HOMO-LUMO gap (alpha / beta) is 7.36 / 7.37 eV. Its HOMO energy (alpha / beta) is -8.55 / -8.56 eV. As for the relative energy (zero: lowest compared OMol25 entry of this formula, charge and spin): 150.27 kcal/mol.

Last column: natural (NBO) charge in e.
Atoms and positions in Å:
C 0.332 -0.208 -0.364  0.1518
C 0.752 1.098 -0.979  -0.6903
N -0.124 -0.401 0.927  0.0210
N -0.462 0.614 1.637  -0.4325
C -1.979 -1.477 -0.884  -0.0916
N -1.531 -0.306 -0.807  -0.4134
C 2.226 -0.345 1.008  -0.1160
N 3.076 -0.075 1.754  -0.5500
H 0.644 -1.126 -0.831  0.2363
H -0.872 0.409 2.537  0.4109
H -0.285 1.568 1.326  0.3907
H 0.985 1.866 -0.241  0.2222
H -0.033 1.461 -1.644  0.2488
H 1.674 0.935 -1.534  0.2600
H -1.441 -2.377 -0.560  0.1639
H -2.961 -1.636 -1.346  0.1881